Computed, not measured: a single C20H24N2O6 molecule, with ωB97M-V/def2-TZVPD.

Geometry (Å):
O (2.089, 3.307, -0.108)
O (-0.970, -3.206, 2.055)
O (-0.299, 4.251, 0.691)
O (2.488, 0.447, -0.202)
O (-0.299, -0.942, -1.996)
O (-2.167, -2.179, -1.918)
N (0.534, -3.205, 3.739)
N (3.127, -0.936, 2.810)
C (-2.592, -3.720, 0.433)
C (-0.149, 1.002, -3.365)
C (0.282, 0.145, 0.495)
C (-1.496, 4.794, 1.189)
C (2.158, -1.343, 2.340)
C (1.085, 2.411, 0.220)
C (1.321, 1.034, 0.169)
C (-1.153, -1.776, -1.392)
C (-0.690, -2.095, -0.030)
C (-0.941, 0.639, 0.893)
C (-1.365, -2.933, 0.776)
C (-0.169, 2.892, 0.645)
C (-0.648, -0.430, -3.277)
C (0.203, -2.691, 2.515)
C (0.542, -1.350, 0.431)
C (3.714, 1.141, -0.104)
C (0.969, -1.840, 1.799)
C (-2.218, -5.006, -0.309)
C (-1.175, 2.001, 0.977)
C (1.854, 4.078, -1.268)
H (-1.766, -4.760, -1.265)
H (-1.516, -5.597, 0.275)
H (-1.353, 5.873, 1.181)
H (1.356, -1.510, -0.285)
H (-3.245, -3.122, -0.201)
H (1.251, -2.725, 4.256)
H (-0.379, 1.415, -4.343)
H (-1.736, -0.048, 1.148)
H (-2.141, 2.350, 1.301)
H (-0.214, -3.624, 4.266)
H (4.479, 0.364, -0.087)
H (-0.622, 1.609, -2.596)
H (-1.691, 4.463, 2.213)
H (0.980, 4.723, -1.156)
H (1.719, 3.437, -2.148)
H (3.878, 1.798, -0.961)
H (-2.351, 4.538, 0.554)
H (-1.734, -0.490, -3.401)
H (-0.174, -1.057, -4.042)
H (-3.110, -5.599, -0.489)
H (2.744, 4.692, -1.398)
H (-3.103, -3.969, 1.365)
H (3.768, 1.724, 0.816)
H (0.926, 1.024, -3.208)

Structure (SMILES): CCOC(=O)C1=C(CC)OC(N)=C(C#N)[C@@H]1c1ccc(OC)c(OC)c1OC

Here are the Mulliken charges for atoms 1 to 4, given in e: number 1, O, carries -0.519; number 2, O, carries -0.380; number 3, O, carries -0.447; number 4, O, carries -0.381

Computed, not measured: a single C20H24N2O7S molecule, with ωB97M-V/def2-TZVPD.

Geometry (Å):
S (-3.753, 1.494, -0.182)
O (-0.331, -1.998, -1.214)
O (-4.155, 2.152, 1.032)
O (3.206, -1.590, -1.656)
O (2.101, 2.085, -0.833)
O (1.742, -1.510, 0.822)
O (-4.422, 1.856, -1.396)
O (-4.199, -2.875, 0.511)
N (0.938, -0.145, -1.620)
N (-3.824, -0.167, -0.041)
C (0.748, 2.047, -0.662)
C (-3.087, -2.186, 1.036)
C (-4.588, -2.336, -0.732)
C (0.733, -1.482, -1.473)
C (-4.968, -0.860, -0.590)
C (5.360, 0.501, 0.353)
C (-1.987, 1.721, -0.376)
C (-1.387, 2.877, 0.072)
C (0.906, -1.238, 1.920)
C (-0.017, 3.048, -0.082)
C (-1.250, 0.719, -0.980)
C (4.825, -0.256, -0.672)
C (2.925, -0.829, 0.697)
C (3.614, -0.923, -0.526)
C (2.812, 3.210, -0.370)
C (3.471, -0.056, 1.714)
C (-3.411, -0.701, 1.236)
C (0.121, 0.862, -1.107)
C (4.676, 0.605, 1.548)
C (1.997, -2.311, -1.706)
H (-0.019, -1.775, 1.713)
H (5.073, 1.196, 2.359)
H (-2.530, -0.149, 1.566)
H (-4.207, -0.585, 1.985)
H (1.887, 0.157, -1.809)
H (2.951, 0.029, 2.654)
H (-5.442, -2.926, -1.067)
H (1.340, -1.605, 2.856)
H (-1.736, -0.179, -1.318)
H (5.330, -0.347, -1.621)
H (-5.196, -0.406, -1.553)
H (-2.232, -2.280, 0.351)
H (2.687, 3.344, 0.708)
H (-5.840, -0.768, 0.074)
H (-1.992, 3.633, 0.547)
H (2.506, 4.120, -0.894)
H (1.985, -3.142, -0.993)
H (-2.858, -2.664, 1.990)
H (6.302, 1.007, 0.212)
H (0.443, 3.958, 0.268)
H (0.691, -0.168, 2.006)
H (1.963, -2.725, -2.720)
H (3.858, 2.997, -0.585)
H (-3.763, -2.432, -1.452)

Structure (SMILES): COc1ccc(S(=O)(=O)N2CCOCC2)cc1NC(=O)COc1ccccc1OC

Here are the Mulliken charges for atoms 1 to 4, given in e: number 1, S, carries 1.302; number 2, O, carries -0.615; number 3, O, carries -0.728; number 4, O, carries -0.489

Computed, not measured: a molecular structure, C20H24N3O2, with ωB97M-V/def2-TZVPD.

Geometry (Å):
O (-3.589, 2.163, 0.679)
O (-3.090, 0.264, -2.007)
N (-2.133, 0.471, 0.744)
N (0.288, 1.520, -0.075)
N (-1.424, 1.417, 1.501)
C (0.782, 3.963, 4.474)
C (-0.520, 2.636, 3.115)
C (0.381, 2.621, 2.228)
C (-1.876, -0.492, -2.047)
C (-0.799, -2.488, -1.309)
C (-1.803, 1.705, 2.842)
C (2.060, -2.617, -1.893)
C (0.046, 1.744, 1.163)
C (2.302, -2.967, -3.173)
C (0.617, -2.065, -1.853)
C (-1.758, -1.703, -1.226)
C (2.904, -1.847, -1.125)
C (-3.307, 0.990, 0.227)
C (1.511, 3.404, 2.089)
C (0.536, -0.966, -2.481)
C (-0.420, 3.145, 4.359)
C (-3.871, 0.389, -1.050)
C (1.684, -4.287, -0.986)
C (-0.728, 0.024, -2.692)
C (1.777, 3.784, 3.515)
H (-2.473, -2.081, -0.803)
H (2.382, 3.162, 1.593)
H (-1.900, 0.953, 3.473)
H (-2.507, 2.408, 2.672)
H (1.499, -3.852, -0.134)
H (-4.262, -0.707, -0.624)
H (2.513, -2.136, -3.743)
H (3.117, -3.544, -3.362)
H (2.898, -4.575, -1.034)
H (-4.867, 0.652, -1.166)
H (-1.811, -0.203, 0.258)
H (3.909, -2.294, -1.152)
H (-1.087, 3.391, 5.172)
H (2.971, -0.776, -1.726)
H (1.320, -0.450, -2.915)
H (2.639, -1.441, -0.096)
H (-0.943, 0.730, -3.197)
H (-0.230, 0.960, -0.781)
H (-0.659, -3.384, -0.875)
H (2.688, 4.530, 3.517)
H (1.376, 1.701, -0.209)
H (1.574, -3.675, -3.639)
H (1.113, -4.811, -1.500)
H (1.168, 4.636, 5.254)

Net charge: +1

Here are the Mulliken charges for atoms 1 to 4, given in e: number 1, O, carries -0.615; number 2, O, carries -0.378; number 3, N, carries -0.420; number 4, N, carries -0.312

Computed, not measured: a molecular structure, C20H24N3O5SeTi, with ωB97M-V/def2-TZVPD.

Geometry (Å):
Se (2.640, 0.931, 0.529)
Ti (0.294, -0.249, -0.066)
O (-1.469, -2.101, -3.147)
O (1.189, -1.924, 0.506)
O (-1.990, 2.360, -1.847)
O (0.978, 0.397, -1.977)
O (-1.232, 0.669, -0.640)
N (-0.247, -1.824, -1.190)
N (-0.817, -0.764, 1.806)
N (-0.170, 1.891, 1.433)
C (0.572, -2.586, -0.430)
C (0.770, 2.744, -2.529)
C (5.755, -1.326, 3.223)
C (-0.517, 1.437, 2.762)
C (5.619, -1.646, 1.881)
C (4.940, -0.349, 3.773)
C (4.002, 0.301, 2.994)
C (1.144, -5.135, -0.479)
C (-0.742, -2.547, -2.248)
C (0.580, -3.931, -0.904)
C (0.951, -6.265, -1.246)
C (-0.225, -3.908, -2.092)
C (-1.171, 1.482, -1.609)
C (0.091, 1.374, -2.532)
C (0.216, -6.222, -2.441)
C (-0.382, -5.047, -2.861)
C (-0.346, 0.912, -3.923)
C (-1.473, 0.251, 2.617)
C (4.677, -1.007, 1.100)
C (3.860, -0.026, 1.649)
H (1.240, 2.908, -1.552)
H (3.377, 1.075, 3.420)
H (0.021, 3.514, -2.698)
H (-0.952, -4.999, -3.780)
H (0.123, -7.117, -3.043)
H (0.404, 1.105, 3.255)
H (5.050, -0.078, 4.816)
H (0.513, 0.877, -4.593)
H (6.498, -1.824, 3.832)
H (0.585, 2.571, 1.454)
H (1.529, 2.810, -3.309)
H (-2.371, 0.580, 2.080)
H (1.379, -7.207, -0.922)
H (-0.031, -1.194, 2.299)
H (-1.463, -1.497, 1.514)
H (-1.098, 1.586, -4.324)
H (6.267, -2.391, 1.438)
H (-1.762, -0.116, 3.618)
H (-0.781, -0.087, -3.841)
H (-0.976, 2.298, 0.963)
H (1.711, -5.179, 0.442)
H (1.892, 0.694, -2.121)
H (-0.981, 2.222, 3.389)
H (4.560, -1.262, 0.055)

Net charge: -1
2S+1: 3

Here are the Mulliken charges for atoms 1 to 4, given in e: number 1, Se, carries -0.499; number 2, Ti, carries 0.109; number 3, O, carries -0.870; number 4, O, carries -0.768

Computed, not measured: a single C20H24N4O3S molecule, with ωB97M-V/def2-TZVPD.

Geometry (Å):
S (-1.512, 3.229, -1.119)
O (-1.686, 3.247, -4.982)
O (0.752, 1.421, -3.301)
O (3.432, -1.986, 2.892)
N (-2.846, 0.825, -1.282)
N (-2.363, 1.969, -3.226)
N (1.578, 2.316, -1.373)
N (-3.021, 0.651, 0.014)
C (2.581, -1.143, -0.531)
C (2.306, 1.333, 0.679)
C (-0.703, -2.011, 0.710)
C (2.166, -0.060, -1.280)
C (2.013, 1.188, -0.679)
C (-2.722, -0.189, 2.194)
C (-2.245, 0.017, 0.791)
C (-0.591, -2.271, 2.212)
C (2.711, 0.246, 1.419)
C (-1.716, 3.010, -3.802)
C (-1.931, -2.531, 2.909)
C (2.848, -1.014, 0.831)
C (-1.010, 3.867, -2.751)
C (-2.335, 1.814, -1.857)
C (-3.095, -1.660, 2.432)
C (0.966, 2.375, -2.591)
C (-0.910, -0.531, 0.377)
C (3.428, -3.491, 1.049)
C (3.254, -2.142, 1.703)
C (0.508, 3.782, -2.959)
H (2.489, -3.818, 0.606)
H (0.708, 3.951, -4.020)
H (0.047, -3.141, 2.383)
H (2.199, 2.301, 1.148)
H (1.590, 3.167, -0.827)
H (-0.789, -0.386, -0.701)
H (-1.343, 4.904, -2.841)
H (-0.086, -1.421, 2.676)
H (4.182, -3.435, 0.268)
H (-3.884, -1.708, 3.185)
H (-2.213, -3.576, 2.764)
H (3.739, -4.214, 1.799)
H (-1.951, 0.117, 2.902)
H (2.926, 0.344, 2.472)
H (-2.813, 1.262, -3.791)
H (-0.131, 0.050, 0.880)
H (-3.601, 0.438, 2.341)
H (-1.786, -2.381, 3.982)
H (1.948, -0.175, -2.329)
H (-3.513, -2.062, 1.508)
H (2.691, -2.095, -1.025)
H (-1.509, -2.607, 0.281)
H (0.226, -2.318, 0.225)
H (1.016, 4.543, -2.367)

Structure (SMILES): CC(=O)c1ccc(NC(=O)C[C@@H]2S/C(=N\N=C3CCCCCC3)NC2=O)cc1

Here are the Mulliken charges for atoms 1 to 4, given in e: number 1, S, carries -0.241; number 2, O, carries -0.633; number 3, O, carries -0.603; number 4, O, carries -0.629

For the records above, the corresponding ΔE to the lowest compared entry with this formula, charge and spin values read 74.3 25.4 400.9 46.3 35.1 kcal per mole.
For the records above, the corresponding E_tot values read -36393.188 -49276.141 -29671.981 -124304.575 -44068.428 eV.